(1)
The following is a quantum chemistry calculation of a single C23H20N6O7 molecule in a non-equilibrium geometry, from OMol25.

The geometry in XYZ format:
```
56
Properties=species:S:1:pos:R:3:nbo_charge:R:1
O -2.409 0.304 3.222 -0.37
N -2.254 0.143 2.029 0.43
C -1.877 0.952 0.982 -0.08
C -1.946 0.153 -0.174 0.19
N -2.451 -1.102 0.112 -0.17
O -2.578 -1.122 1.453 -0.16
C -1.605 0.686 -1.403 -0.21
N -1.773 -0.037 -2.620 0.49
O -2.519 0.546 -3.517 -0.48
O -1.298 -1.163 -2.845 -0.33
C -0.982 2.091 -1.590 -0.06
C -0.992 2.856 -0.275 0.05
N -0.050 3.813 0.074 0.38
O 0.685 4.570 -0.559 -0.40
O -0.050 3.893 1.501 -0.14
N -0.821 2.917 2.048 -0.05
C -1.381 2.287 0.954 0.10
H 0.094 1.879 -1.783 0.20
O 1.292 2.482 -3.740 -0.71
C 0.240 2.855 -4.617 0.20
C 0.919 3.829 -5.596 -0.05
C 2.286 3.673 -5.819 -0.13
C 2.955 4.497 -6.739 -0.22
C 2.236 5.441 -7.492 -0.21
C 0.853 5.555 -7.309 -0.21
C 0.205 4.781 -6.341 -0.24
C -0.209 1.617 -5.459 -0.08
C -0.091 0.332 -4.929 -0.22
C -0.707 -0.748 -5.581 -0.17
C -1.285 -0.558 -6.839 -0.21
C -1.254 0.705 -7.449 -0.22
C -0.722 1.792 -6.749 -0.18
C -0.970 3.455 -3.854 -0.01
C -0.802 4.851 -3.331 -0.44
C -2.013 5.107 -2.426 -0.44
C -2.713 3.779 -2.185 -0.21
N -1.667 2.708 -2.644 -0.44
H 0.958 2.235 -2.866 0.46
H 2.842 2.906 -5.278 0.23
H 4.039 4.391 -6.858 0.22
H 2.756 6.068 -8.225 0.22
H 0.274 6.260 -7.918 0.22
H -0.874 4.869 -6.212 0.21
H 0.532 0.171 -4.042 0.22
H -0.731 -1.716 -5.083 0.23
H -1.746 -1.408 -7.342 0.22
H -1.649 0.861 -8.456 0.22
H -0.707 2.780 -7.220 0.21
H -1.821 3.433 -4.556 0.22
H 0.140 4.943 -2.780 0.25
H -0.745 5.553 -4.164 0.24
H -1.667 5.548 -1.492 0.23
H -2.683 5.835 -2.883 0.23
H -3.011 3.627 -1.137 0.24
H -3.586 3.638 -2.839 0.23
H -2.231 1.891 -3.092 0.48
```

Computed properties:
**Energy relative to the best compared isomer or geometry (same formula, charge and spin)**: 180.5 kJ/mol
**LUMO**: -1.04 eV
**Total charge**: 0
**Highest occupied orbital energy**: -7.86 eV
**Orbital gap**: 0.25043 hartree
**Calculated total energy**: -47433.75639 eV
**Structure (SMILES)**: [O-][N+]([O-])=C1c2no[n+]([O-])c2-c2no[n+]([O-])c2[C@@H]1[N@H+]1CCC[C@H]1C(O)(c1ccccc1)c1ccccc1


(2)
The following is a quantum chemistry calculation of a molecular structure, C23H20N7O4OsS2, from OMol25.

The geometry in XYZ format:
```
57
Properties=species:S:1:pos:R:3:nbo_charge:R:1
Os -0.786 0.238 0.437 1.16
N -0.720 0.402 4.802 -0.76
C -0.965 0.472 3.484 0.30
S 0.078 -0.498 2.454 -0.07
N -1.925 1.260 3.080 -0.41
N -2.053 1.248 1.718 -0.26
C -2.988 1.967 1.200 0.07
C -3.065 1.984 -0.249 0.14
C -4.063 2.641 -0.951 -0.20
C -4.033 2.618 -2.334 -0.13
C -2.997 1.955 -2.976 -0.23
C -2.036 1.315 -2.216 0.08
N -2.074 1.313 -0.882 -0.47
H -0.121 -0.319 5.162 0.41
H -1.363 0.854 5.432 0.42
H -3.652 2.541 1.833 0.23
H -4.846 3.155 -0.411 0.24
H -4.804 3.116 -2.906 0.24
H -2.923 1.936 -4.053 0.25
H -1.201 0.804 -2.676 0.23
C 5.627 0.332 3.696 -0.64
C 4.646 0.563 2.582 0.03
C 3.542 1.390 2.769 -0.22
C 2.633 1.613 1.748 -0.17
C 2.840 0.999 0.523 -0.33
C 3.947 0.187 0.300 -0.18
C 4.841 -0.025 1.332 -0.20
S 1.695 1.207 -0.778 2.31
O 2.408 1.394 -2.003 -0.91
O 0.722 2.213 -0.374 -0.94
N 0.760 -0.173 -0.818 -0.87
C 0.696 -1.020 -1.939 0.11
C 1.657 -1.194 -2.906 -0.20
C 1.414 -2.036 -4.012 -0.18
C 0.235 -2.708 -4.149 -0.18
C -0.762 -2.577 -3.153 -0.11
C -2.011 -3.231 -3.224 -0.09
C -2.927 -3.043 -2.230 -0.27
C -2.599 -2.200 -1.155 0.08
N -1.447 -1.576 -1.051 -0.50
C -0.524 -1.746 -2.042 0.19
H 5.132 0.348 4.666 0.22
H 6.386 1.117 3.702 0.24
H 6.139 -0.622 3.581 0.23
H 3.385 1.860 3.732 0.22
H 1.791 2.277 1.884 0.24
H 4.112 -0.258 -0.672 0.23
H 5.708 -0.654 1.168 0.22
H 2.597 -0.673 -2.840 0.25
H 2.184 -2.131 -4.766 0.23
H 0.049 -3.345 -5.004 0.23
H -2.227 -3.869 -4.072 0.23
H -3.893 -3.528 -2.249 0.24
H -3.311 -2.040 -0.358 0.22
O -2.510 -2.314 3.650 -0.23
N -3.227 -2.129 2.731 0.55
O -3.174 -1.409 1.782 -0.31
```

Computed properties:
**2S+1**: 5
**Energy relative to the best compared isomer or geometry (same formula, charge and spin)**: 0.0 kJ/mol
**LUMO (alpha / beta)**: -3.64 / -4.44 eV
**Total charge**: +1
**Highest occupied orbital energy (alpha / beta)**: -10.69 / -11.04 eV
**Orbital gap (alpha / beta)**: 0.25932 / 0.24279 hartree
**Calculated total energy**: -66925.00427 eV


(3)
The following is a quantum chemistry calculation of a molecular structure, C23H21CoF3N5O2, from OMol25.

The geometry in XYZ format:
```
55
Properties=species:S:1:pos:R:3:nbo_charge:R:1
Co 0.511 0.387 0.246 1.08
O -0.487 -3.635 -0.203 -0.56
C 0.236 -2.665 -0.140 0.63
N -0.217 -1.359 -0.358 -0.82
C -1.393 -1.216 -1.044 0.63
O -1.912 -1.915 -1.880 -0.54
C -2.141 0.059 -0.637 0.14
C -3.416 0.307 -1.122 -0.20
C -4.098 1.413 -0.655 -0.14
C -3.494 2.231 0.293 -0.25
C -2.216 1.918 0.708 0.02
N -1.540 0.859 0.243 -0.53
C 1.658 -2.856 0.231 0.04
C 2.180 -4.129 0.283 -0.15
C 3.525 -4.375 0.497 -0.24
C 4.400 -3.261 0.624 -0.22
C 3.919 -2.005 0.610 -0.01
N 2.533 -1.769 0.483 -0.41
H -3.829 -0.390 -1.838 0.27
H -5.097 1.632 -1.009 0.24
H -4.008 3.082 0.716 0.23
H -1.723 2.499 1.480 0.18
H 1.474 -4.931 0.115 0.26
H 3.907 -5.384 0.529 0.23
H 5.468 -3.399 0.725 0.23
H 4.525 -1.117 0.706 0.21
N 1.644 5.232 1.363 -0.67
C 1.764 5.117 -0.156 -0.23
C 1.780 3.650 -0.535 -0.27
N 0.516 2.955 -0.673 -0.85
H 1.459 6.187 1.673 0.45
H 2.511 4.918 1.809 0.46
H 0.898 4.640 1.731 0.44
H 2.702 5.610 -0.403 0.24
H 0.935 5.675 -0.585 0.23
H 2.385 3.125 0.206 0.23
H 2.325 3.553 -1.473 0.24
H 0.152 2.987 -1.617 0.39
H -0.236 3.233 -0.056 0.36
F 7.164 4.104 3.473 -0.31
C 5.935 4.036 4.002 0.97
F 5.438 5.299 4.012 -0.34
F 6.052 3.652 5.279 -0.31
C 5.032 3.124 3.219 -0.17
C 5.200 2.984 1.850 -0.18
C 4.317 2.198 1.122 -0.25
C 3.261 1.529 1.750 -0.08
C 3.126 1.661 3.135 -0.17
C 4.002 2.452 3.864 -0.19
C 2.313 0.704 0.992 -0.39
C 2.098 -0.504 0.641 0.14
H 6.022 3.482 1.352 0.24
H 4.461 2.072 0.055 0.23
H 2.323 1.137 3.637 0.23
H 3.889 2.540 4.936 0.24
```

Computed properties:
**2S+1**: 4
**LUMO (alpha / beta)**: -3.86 / -3.85 eV
**Total charge**: +1
**Highest occupied orbital energy (alpha / beta)**: -8.15 / -11.08 eV
**Orbital gap (alpha / beta)**: 0.15771 / 0.26576 hartree
**Calculated total energy**: -81508.44404 eV


(4)
The following is a quantum chemistry calculation of 4 unconnected molecules or ions with the total composition C23H21F24IN2O5S, from OMol25.

The geometry in XYZ format:
```
77
Properties=species:S:1:pos:R:3:lowdin_charge:R:1
N 0.173 -2.274 -0.301 0.20
C -0.837 -2.321 -0.845 -0.32
C -2.216 -2.401 -1.346 -0.67
S -2.997 -0.761 -1.374 0.85
C -3.033 -3.464 -0.563 -0.80
I -2.012 -5.381 -0.819 1.05
C -2.969 -3.170 0.866 -0.34
N -3.004 -2.874 1.975 0.22
C -4.483 -3.580 -1.097 -0.24
C -5.585 -3.244 -0.086 -0.17
C -6.919 -2.918 -0.828 -0.08
C -7.087 -1.415 -0.930 -0.53
O -6.899 -0.782 -1.928 0.12
O -7.504 -0.792 0.214 0.09
H -2.200 -2.728 -2.387 0.11
H -3.504 -0.655 -0.132 -0.10
H -4.599 -2.958 -1.986 0.11
H -4.637 -4.604 -1.429 0.08
H -5.759 -4.118 0.540 0.12
H -5.314 -2.392 0.535 0.09
H -6.927 -3.325 -1.834 0.12
H -7.754 -3.297 -0.239 0.12
H -7.166 -1.258 0.991 0.11
C 0.355 1.264 -0.005 -0.04
C 0.694 1.534 -1.478 -0.44
C 1.991 2.288 -1.772 -0.30
F 1.961 3.529 -1.247 0.09
F 2.133 2.403 -3.114 0.10
F -0.345 2.146 -2.087 0.13
F 0.850 0.312 -2.065 0.09
O -0.576 2.143 0.601 0.05
C -0.169 3.299 1.209 -0.55
C -0.784 4.528 0.534 -0.27
F -0.422 4.594 -0.760 0.11
F -0.320 5.640 1.159 0.09
F 1.169 3.397 1.281 0.15
F -0.643 3.282 2.477 0.14
H -0.151 0.300 -0.001 0.11
H 1.250 1.138 0.605 0.15
H 2.852 1.744 -1.375 0.17
H -1.872 4.499 0.604 0.18
C 4.004 9.556 0.272 -0.05
C 3.618 10.931 0.833 -0.44
C 4.128 11.285 2.231 -0.31
F 3.628 10.442 3.155 0.10
F 3.721 12.539 2.538 0.10
F 2.282 11.101 0.770 0.14
F 4.193 11.851 0.001 0.10
O 3.036 8.534 0.367 0.05
C 2.967 7.722 1.471 -0.54
C 1.614 7.852 2.173 -0.29
F 1.412 9.124 2.578 0.10
F 1.611 7.053 3.264 0.10
F 3.990 7.934 2.320 0.15
F 3.061 6.444 1.039 0.15
H 4.118 9.715 -0.800 0.15
H 4.977 9.232 0.643 0.15
H 5.220 11.254 2.262 0.17
H 0.810 7.557 1.502 0.15
C 0.734 -8.782 0.121 -0.05
C 0.725 -8.379 -1.360 -0.45
C 1.270 -9.392 -2.368 -0.31
F 2.574 -9.640 -2.142 0.10
F 1.146 -8.874 -3.612 0.10
F 1.334 -7.187 -1.519 0.13
F -0.594 -8.211 -1.699 0.03
O 1.791 -8.279 0.908 0.05
C 2.975 -8.960 1.028 -0.54
C 4.148 -8.133 0.496 -0.28
F 3.960 -7.839 -0.806 0.10
F 5.281 -8.860 0.612 0.10
F 2.922 -10.173 0.449 0.15
F 3.198 -9.152 2.347 0.15
H -0.156 -8.317 0.544 0.14
H 0.610 -9.859 0.243 0.15
H 0.705 -10.327 -2.319 0.17
H 4.246 -7.208 1.067 0.18
```

Computed properties:
**LUMO**: -0.72 eV
**Total charge**: 0
**Highest occupied orbital energy**: -10.36 eV
**Orbital gap**: 0.35425 hartree
**Calculated total energy**: -121564.06249 eV
**Structure (SMILES)**: N#C[C@H](S)[C@@](I)(C#N)CCCC(=O)O.FC(F)C(F)(F)COC(F)(F)C(F)F.FC(F)C(F)(F)COC(F)(F)C(F)F.FC(F)C(F)(F)COC(F)(F)C(F)F